1.
C39H39AsF4N2SbTa | the ωB97M-V functional and the def2-TZVPD basis

Calculated values
- E_tot: -4549.935762 hartree
- Molecular weight: 989.377 g/mol
- Kohn-Sham gap: 4.36 eV
- LUMO: -13.71 eV
- Net charge: +4

Last column: Löwdin charge in e.
Positions of all 87 atoms, in Å:
Ta -0.02706 -0.45188 0.26102  1.439
N -0.85725 -1.92334 -0.79584  -0.001
C -1.44646 -2.93453 -1.06539  -0.132
N -2.03408 -3.97471 -1.40523  0.013
C -1.41201 -5.35676 -1.25244  -0.054
C -2.36209 -6.24437 -0.46870  -0.153
C -3.75680 -6.26617 -1.09047  -0.166
C -4.33404 -4.85756 -1.20787  -0.155
C -3.42656 -3.95486 -2.02363  -0.054
H -0.44256 -5.24298 -0.77046  0.134
H -1.25940 -5.72040 -2.26980  0.151
H -2.41366 -5.89740 0.56691  0.128
H -1.92756 -7.24508 -0.45676  0.142
H -4.41578 -6.87874 -0.47744  0.135
H -3.72166 -6.73913 -2.07572  0.135
H -4.48135 -4.42480 -0.21420  0.126
H -5.30413 -4.87404 -1.70694  0.142
H -3.76863 -2.92217 -2.06413  0.132
H -3.29864 -4.32092 -3.04342  0.151
C 3.15382 1.46188 -0.35259  -0.234
As 2.52069 -0.36550 -0.49672  1.061
C 2.15123 -0.48886 -2.40662  -0.266
C 4.10034 -1.58356 -0.24364  -0.239
C 5.23544 -1.07834 -1.05499  -0.331
C 5.46091 -1.59139 -2.34193  -0.045
C 6.63866 -1.30829 -3.00193  -0.028
C 7.58428 -0.47458 -2.40176  -0.004
C 7.35339 0.07125 -1.13702  -0.027
C 6.17375 -0.20609 -0.47967  -0.045
H 3.94114 1.59215 -1.09562  0.063
H 3.54250 1.66602 0.64378  0.052
H 2.33179 2.14582 -0.55723  0.009
H 3.05450 -0.22369 -2.95747  0.057
H 1.36240 0.21629 -2.67649  0.024
H 1.83976 -1.49643 -2.67745  0.041
H 3.74369 -2.56073 -0.56534  0.092
H 4.30613 -1.59218 0.82529  0.089
H 4.73693 -2.26348 -2.78956  0.119
H 6.83937 -1.73326 -3.97588  0.127
H 8.50070 -0.23945 -2.92725  0.130
H 8.10274 0.70297 -0.67999  0.128
H 5.99384 0.20425 0.50816  0.120
F -3.88096 5.76132 -4.19325  0.152
C -3.24401 4.96625 -3.36046  -0.243
C -3.39160 5.17694 -1.99499  0.049
C -2.73328 4.33482 -1.11826  -0.104
C -1.92957 3.31751 -1.63765  -0.400
C -1.79057 3.11022 -3.00769  -0.108
C -2.45579 3.95021 -3.88254  0.038
Sb -1.00834 2.15917 -0.17445  1.493
C -2.52067 1.47218 1.12494  -0.437
C -2.59731 1.86173 2.46616  -0.098
C -3.64244 1.42245 3.25429  0.045
C -4.60110 0.58369 2.68921  -0.249
F -5.58984 0.15615 3.44524  0.153
C -4.55384 0.18290 1.36144  0.026
C -3.50303 0.63395 0.57742  -0.145
C 0.25904 3.43990 0.89297  -0.410
C 0.75620 3.11383 2.15780  -0.143
C 1.56137 4.00899 2.83758  0.033
C 1.87055 5.21973 2.22788  -0.246
F 2.64698 6.06759 2.87009  0.149
C 1.39815 5.56061 0.96923  0.051
C 0.58821 4.66035 0.29821  -0.097
H -4.01582 5.98681 -1.64171  0.147
H -2.84923 4.48962 -0.05111  0.119
H -1.17359 2.31443 -3.40488  0.101
H -2.37823 3.83250 -4.95481  0.143
H -1.86689 2.54066 2.88956  0.111
H -3.74948 1.73081 4.28659  0.149
H -5.34524 -0.43844 0.96376  0.140
H -3.48371 0.36784 -0.47656  0.102
H 0.49533 2.17730 2.64067  0.078
H 1.93761 3.80484 3.83114  0.139
H 1.66001 6.51860 0.53992  0.147
H 0.20555 4.92698 -0.68003  0.110
F 0.06557 -1.21509 6.26308  0.200
C 0.07521 -1.05801 4.97218  -0.208
C -1.13052 -1.17633 4.27669  0.056
C -1.11664 -0.98755 2.91887  -0.096
C 0.09695 -0.67360 2.23184  -0.407
C 1.30683 -0.58888 2.99029  -0.095
C 1.29579 -0.77488 4.34671  0.056
H -2.03661 -1.41210 4.81969  0.152
H -2.05673 -1.07197 2.37786  0.096
H 2.25317 -0.36584 2.51218  0.087
H 2.19418 -0.71313 4.94733  0.153

Cartesian forces, eV/Å:
0.0921 0.0721 -0.3250
-0.2169 -0.2555 0.3544
0.0654 0.0003 -0.1469
0.0247 0.0554 -0.1040
0.0969 -0.2968 0.1389
-0.1027 0.1406 -0.0216
-0.0264 -0.0521 -0.0130
0.1654 -0.0396 0.0768
-0.2856 0.0043 -0.1067
-0.0174 0.0850 0.0127
-0.0575 0.1119 -0.0480
0.0319 -0.0431 0.0162
0.0175 0.0057 0.0168
-0.0019 -0.0086 -0.0117
0.0066 0.0101 -0.0040
-0.0611 0.0159 -0.0159
-0.0026 0.0174 0.0008
0.0751 0.0270 0.0552
0.1135 -0.0133 0.0197
-0.1089 0.1755 0.2568
0.1074 0.3589 -0.8361
-0.3045 -0.0166 -0.0651
0.2191 -0.1971 0.1733
-0.0119 0.0577 -0.0089
-0.1245 -0.1184 0.2264
0.2058 0.3004 -0.0103
-0.1465 -0.0009 0.0319
0.0566 0.0593 -0.3411
-0.1732 -0.2086 0.1144
0.0147 -0.1281 0.0035
0.0078 -0.0369 0.0004
0.0449 0.0301 -0.0259
0.0785 0.0041 0.1228
0.0474 0.0075 -0.0583
0.0448 -0.0133 0.0065
-0.0367 0.0105 0.0392
-0.0484 -0.0051 -0.0080
0.0455 -0.0647 0.0039
-0.0319 -0.0003 0.0000
0.0263 -0.0723 0.0440
-0.0300 0.0190 0.0103
0.0671 -0.0563 0.0437
0.0217 -0.0116 0.0197
-0.0283 0.0418 -0.0276
-0.0014 -0.0149 0.0083
0.0251 0.0150 -0.0133
-0.0609 -0.2206 -0.2308
0.0384 0.0013 -0.0003
0.0134 -0.0310 0.0043
0.1395 0.6063 0.4682
0.0384 -0.1497 -0.0458
-0.0109 0.0865 0.0417
0.0168 0.0363 -0.0304
-0.0285 -0.0493 0.0235
0.0241 0.0162 -0.0241
0.0243 -0.0342 -0.0105
0.0636 -0.1426 -0.0061
-0.0021 0.0393 0.0395
-0.0367 -0.0674 0.0498
-0.0267 -0.0037 -0.0156
0.0609 0.0187 0.0023
-0.0397 -0.0198 -0.0083
0.0039 -0.0175 -0.0020
-0.0209 -0.0067 -0.0710
-0.0074 -0.0042 -0.0015
-0.0026 0.0012 -0.0001
0.0072 0.0066 -0.0062
0.0032 0.0079 -0.0021
0.0099 -0.0177 0.0124
-0.0133 0.0189 -0.0055
-0.0118 0.0121 0.0028
-0.0300 0.0468 -0.0122
0.0118 -0.0064 -0.0107
0.0152 -0.0056 -0.0064
-0.0021 0.0026 0.0019
-0.0033 0.0129 0.0025
0.0003 -0.0185 -0.0440
0.0072 -0.0037 0.0803
-0.0017 -0.0353 -0.0481
-0.0168 -0.1461 -0.0542
-0.0563 -0.0637 0.3284
-0.0097 0.0803 -0.0302
0.0154 0.0179 -0.0178
-0.0043 0.0173 0.0039
0.0027 0.0352 0.0154
0.0034 0.0012 0.0026
0.0029 0.0066 -0.0012


2.
C8H13O2PS | the ωB97M-V functional and the def2-TZVPD basis

Calculated values
- SMILES: CC[C@@H](OPO)C1=CS1.C#CC
- E_tot: -1202.441129 hartree
- Molecular weight: 204.231 g/mol
- Kohn-Sham gap: 8.18 eV
- LUMO: 0.55 eV
- Net charge: 0

Last column: Löwdin charge in e.
Positions of all 25 atoms, in Å:
C 1.62478 -1.62706 -1.51501  -0.116
C 0.70210 -1.30923 -0.45041  -0.261
C 1.05554 0.02668 0.23910  -0.434
O 0.26015 0.37995 1.32482  -0.379
P -1.08549 -0.40089 1.98476  0.832
O -1.70933 0.85844 2.76066  -0.336
C 2.45678 0.25219 0.66669  -0.361
C 3.42932 0.16886 1.50550  -0.376
S 4.23672 0.46512 -0.06125  0.715
H 1.43270 -2.80429 -1.63412  0.139
H 1.25914 -1.14767 -2.36874  0.063
H 2.63711 -1.44310 -1.39154  0.020
H -0.28496 -1.27384 -0.89615  0.093
H 0.83964 -2.00481 0.43227  0.135
H 0.93748 0.80243 -0.57838  0.156
H -0.24042 -0.67181 3.13612  -0.019
H -2.46654 1.28487 2.34781  0.041
H 3.59020 -0.10981 2.51166  0.071
C -1.82728 2.63164 -0.68418  0.063
C -2.51489 1.75698 -1.07583  -0.232
C -3.09023 0.43732 -1.37791  -0.142
H -1.46845 3.66770 -0.40980  0.069
H -2.32506 -0.36862 -1.47612  0.052
H -3.89844 0.12009 -0.56237  0.115
H -3.55059 0.30886 -2.42758  0.091

Cartesian forces, eV/Å:
-1.1412 -4.5935 -1.1270
0.7059 0.7619 4.0300
-0.6727 1.9427 -2.3246
-0.8405 -0.0457 0.2814
2.2391 0.0687 0.3723
-0.6437 0.7721 0.3637
1.6693 -1.1290 0.2137
-1.6461 -0.0313 -0.5917
-0.4970 0.1067 -0.1329
0.8815 2.4175 -0.4309
-0.1121 0.6068 -1.7623
1.8475 0.2764 0.5182
-0.4344 -0.0732 0.7301
-0.7982 0.0532 -1.1015
-0.2599 -0.3758 0.6677
-0.8851 -0.6386 -0.2760
0.0105 -0.0856 -0.2184
0.5896 0.0345 0.7314
1.4630 4.6747 1.1669
-1.0662 -3.3554 -0.7823
-1.8258 -1.4788 -0.4771
-0.3452 -2.1312 -0.4305
-0.2397 0.7255 0.7750
1.7756 0.6319 -1.8504
0.2261 0.8656 1.6552


3.
C10H16Cl2N4SV | the ωB97M-V functional and the def2-TZVPD basis

Calculated values
- E_tot: -2872.134799 hartree
- Molecular weight: 346.183 g/mol
- Kohn-Sham gap (spin up / spin down): 5.39 / 5.28 eV
- LUMO (spin up / spin down): 0.13 / 0.08 eV
- Net charge: 0
- 2S+1: 2

Last column: Löwdin charge in e.
Positions of all 34 atoms, in Å:
V 0.23592 -1.36016 -0.18579  0.158
N 0.01562 -1.56397 1.95296  -0.049
N -0.47998 -2.85474 2.35321  -0.072
C 0.12678 -3.88959 1.70614  -0.879
N 0.57505 -4.91748 2.50335  0.063
S 0.41502 -3.79439 0.07289  0.670
H 0.90520 -1.37512 2.41832  0.115
H -0.66034 -0.85845 2.22541  0.065
H -0.45870 -2.96448 3.36195  0.134
H -0.12071 -5.28453 3.14631  0.100
H 0.94713 -5.67154 1.94247  0.080
Cl 0.53768 -1.84573 -2.51331  0.521
C 2.33448 -1.76542 -2.76681  -0.884
Cl 3.10939 -1.33547 -1.23676  0.546
H 2.54121 -0.99914 -3.50755  0.032
H 2.67345 -2.74960 -3.07352  0.031
C -1.90441 1.40713 1.68972  -0.072
C -1.36186 2.20657 0.54664  -0.234
C -1.70121 3.54514 0.40742  -0.074
C -1.20234 4.30655 -0.63840  -0.109
C -0.34819 3.71917 -1.56104  -0.070
C 0.01342 2.38347 -1.45991  -0.228
C 0.92314 1.75740 -2.47354  -0.068
C -0.49965 1.61055 -0.39814  -0.298
N -0.17817 0.27294 -0.30665  -0.165
H -2.67355 1.96396 2.22476  0.072
H -1.11117 1.17150 2.41039  0.069
H -2.33530 0.46389 1.33984  0.070
H -2.36755 3.99427 1.13483  0.101
H -1.47453 5.34903 -0.73348  0.091
H 0.05186 4.30719 -2.37920  0.102
H 1.41091 2.52141 -3.08016  0.073
H 0.36903 1.09499 -3.14136  0.067
H 1.69237 1.15466 -1.98098  0.044

Cartesian forces, eV/Å:
0.3809 0.0354 -0.0309
-0.2933 -0.1592 -0.0676
0.0243 0.3494 0.7734
0.5835 0.3117 -0.6296
-0.4484 -0.7335 0.0105
-0.0281 -0.3487 0.0164
-0.0451 0.0116 -0.0357
-0.0458 0.0814 -0.1341
0.0132 0.0254 -0.0085
0.1287 0.0950 0.1352
0.0286 -0.0374 0.0333
0.1639 -0.1085 -0.0719
-0.0273 -0.0289 -0.1372
-0.1004 -0.0696 0.0320
0.0145 -0.0224 0.0444
0.0213 0.0610 -0.0152
0.0073 -0.1389 0.0718
0.0994 0.1598 -0.1814
0.0625 -0.0249 -0.0448
-0.0069 0.0521 -0.0139
0.0115 -0.0463 0.0601
-0.1296 0.1601 0.0941
0.1321 -0.0399 0.0224
0.0558 -0.4345 -0.0219
-0.4759 0.7632 0.1594
0.0013 0.0040 0.0072
-0.0193 0.0041 -0.0097
0.0239 0.0039 -0.0100
-0.0226 0.0291 0.0060
-0.0101 0.0277 -0.0019
-0.0042 0.0321 -0.0126
-0.0160 0.0108 -0.0047
-0.0236 -0.0645 -0.0035
-0.0559 0.0395 -0.0312


4.
C8H14N2S | the ωB97M-V functional and the def2-TZVPD basis

Calculated values
- E_tot: -820.713311 hartree
- Molecular weight: 170.281 g/mol
- Kohn-Sham gap: 7.38 eV
- LUMO: 0.57 eV
- Net charge: 0

Last column: Löwdin charge in e.
Positions of all 25 atoms, in Å:
C -3.41368 0.53975 -0.42896  -0.134
C -3.61071 -0.71701 -0.06605  -0.372
C -1.29399 -0.16694 -0.02716  -0.423
C 1.76710 -1.14197 -1.18852  -0.061
C 2.75945 0.50073 0.62803  -0.059
C 1.41502 -1.46189 1.42582  -0.067
C -1.47162 2.15063 -0.66305  -0.011
C 1.57385 -0.47255 0.21634  -0.771
N 0.59264 0.50566 0.23047  0.032
N -2.04585 0.80635 -0.44626  -0.185
S -2.13945 -1.57018 0.30290  1.065
H -4.04551 1.39226 -0.58423  0.129
H -4.55223 -1.06576 0.11680  0.039
H 2.89228 -1.18440 -1.10415  0.071
H 1.24897 -2.10037 -1.45465  0.075
H 1.59030 -0.47639 -2.05537  0.067
H 2.43862 1.02924 1.47465  0.046
H 2.86531 1.22401 -0.23116  0.095
H 3.60667 -0.14862 0.82456  0.076
H 1.19636 -0.83442 2.23606  0.043
H 0.38736 -1.83128 1.26012  0.015
H 2.18268 -2.34690 1.52076  0.116
H -1.97230 2.81607 0.01819  0.090
H -0.41876 2.09458 -0.35980  0.057
H -1.55252 2.45939 -1.64535  0.066

Cartesian forces, eV/Å:
1.5065 0.7246 -0.0272
0.3583 -0.1226 0.0824
5.2859 0.5457 0.1021
2.0888 0.2648 0.3835
-0.6129 -0.7086 -2.9512
-0.1381 -1.8604 -2.4709
0.4166 -0.8430 2.1990
-0.4391 -0.7071 0.3030
-3.8798 0.2227 0.0327
-0.0262 1.1502 0.0231
-0.8654 0.4260 -0.1555
-0.5702 -0.2191 -0.1901
-2.1602 -1.3411 0.3254
-0.8309 -1.1731 -1.0520
0.6327 0.6349 0.8897
-0.1756 0.1259 0.8343
-0.1788 0.6712 1.2762
0.5115 -0.7415 0.9586
0.3919 0.3371 -0.0997
0.7205 0.7028 1.7289
0.4907 -0.8141 -0.0723
-1.4436 1.9038 0.0875
-0.3584 0.4499 0.1016
-0.3350 -0.1439 -0.2366
-0.3894 0.5150 -2.0723


Q: Which value of molecular weight does entry 4 give?
A: 170.281 g/mol


Q: Which value of E_tot does entry 4 give?
A: -820.713311 hartree


Q: Which value of net charge does entry 1 give?
A: +4